No. 1
DFT (wB97M-V/def2-TZVPD) results for C34H55BrN3OP2Pb as an isolated structure at a distorted geometry.

Calculated values
LUMO (alpha / beta) in eV: -11.49 / -11.49
Total charge: +3
E_HOMO (alpha / beta) in eV: -16.50 / -16.50
Maximum force in eV Å⁻¹: 3.84

Atoms and positions in Å:
C  2.5004  -1.2363  -1.6848
C  1.4524  0.5798  -2.7034
C  3.4301  -1.3427  -2.7299
C  2.3291  0.5088  -3.7960
C  3.3333  -0.4522  -3.8002
H  4.1698  -2.1452  -2.7093
H  2.2196  1.2157  -4.6268
H  4.0255  -0.5313  -4.6387
N  1.6260  -0.2206  -1.6380
P  0.7314  -2.6180  0.1396
P  0.0227  2.4554  -0.9519
C  2.4219  -2.2864  -0.5624
H  2.8318  -3.2387  -0.9253
H  3.0780  -1.9753  0.2656
C  -2.3922  -0.3394  2.1465
O  -3.1553  0.0442  2.9113
C  0.2572  1.5141  -2.6505
H  0.3512  2.2876  -3.4221
C  -1.6463  3.3981  -0.9437
C  1.5299  3.5769  -0.6080
C  -0.2864  -3.5926  -1.1607
C  0.7663  -3.3484  1.8956
C  -2.7587  2.5126  -0.3234
H  -2.6717  2.4619  0.7715
H  -3.7420  2.9460  -0.5788
H  -2.7492  1.4861  -0.7157
C  -1.5483  4.6767  -0.0937
H  -1.3392  4.4474  0.9607
H  -0.8032  5.3843  -0.4792
H  -2.5259  5.1812  -0.1272
C  -2.0348  3.7396  -2.3905
H  -2.7869  4.5443  -2.3708
H  -1.1920  4.0994  -2.9965
H  -2.5041  2.8799  -2.8919
C  1.4056  4.1025  0.8566
H  0.7918  3.4235  1.4695
H  2.3985  4.1392  1.3341
H  0.9767  5.1152  0.9198
C  2.7972  2.7102  -0.7182
H  2.6509  1.7541  -0.2102
H  3.0671  2.5282  -1.7639
H  3.6478  3.2143  -0.2375
C  1.5416  4.6947  -1.6772
H  0.8237  4.5200  -2.4964
H  1.3368  5.6845  -1.2444
H  2.5431  4.7581  -2.1309
C  -0.6867  -3.5057  2.4036
H  -0.6595  -4.0024  3.3872
H  -1.1809  -2.5266  2.5417
H  -1.3088  -4.1267  1.7408
C  1.5070  -2.4152  2.8703
H  2.5012  -2.1333  2.5014
H  0.9362  -1.5035  3.0862
H  1.6436  -2.9487  3.8240
C  1.5195  -4.6899  1.8131
H  2.3425  -4.6592  1.0804
H  1.9637  -4.9129  2.7939
H  0.8540  -5.5282  1.5704
C  0.1796  -3.1833  -2.5653
H  1.2295  -3.4487  -2.7386
H  -0.4248  -3.7156  -3.3166
H  0.0451  -2.1046  -2.7285
C  -1.8065  -3.2803  -0.9986
H  -2.1660  -2.6225  -1.8049
H  -2.3934  -4.2135  -1.0428
H  -2.0636  -2.7967  -0.0413
C  -0.0265  -5.0964  -0.9537
H  1.0475  -5.3301  -0.9286
H  -0.5105  -5.4880  -0.0466
H  -0.4559  -5.6495  -1.8028
Pb  -0.4768  -0.1520  0.0638
N  -1.5690  -0.0303  -1.9314
C  -1.0755  0.6259  -2.8572
C  -1.8339  0.4822  -4.2660
C  -1.3262  1.5090  -5.2478
C  -1.5018  -0.9111  -4.7884
C  -3.3587  0.6050  -4.0094
H  -1.4819  2.5299  -4.8808
H  -0.2567  1.3534  -5.4280
H  -1.8486  1.4042  -6.2063
H  -1.8506  -1.6736  -4.0802
H  -1.9815  -1.0967  -5.7566
H  -0.4183  -1.0232  -4.9213
H  -3.8440  1.2993  -4.7060
H  -3.8335  -0.3780  -4.1163
H  -3.5771  0.9508  -2.9899
Br  0.5679  2.5433  5.5383
C  1.5503  1.7340  4.1256
C  2.9265  1.5315  4.1903
C  3.5510  0.9480  3.0942
C  2.8048  0.6037  1.9717
N  1.4820  0.8389  1.9075
C  0.8358  1.3415  2.9767
H  3.4674  1.8156  5.0897
H  4.6174  0.7467  3.0776
H  3.2912  0.1242  1.1101
H  -0.2575  1.4664  2.9437

Löwdin population analysis, charges in e, atoms 1 to 4: number 1, C, carries -0.32; number 2, C, carries -0.31; number 3, C, carries 0.02; number 4, C, carries 0.02

***

No. 2
DFT (wB97M-V/def2-TZVPD) results for a 4-piece molecular cluster, C3H14O3S overall at a distorted geometry.

Calculated values
LUMO in eV: 0.42
E_HOMO in eV: -8.61
Maximum force in eV Å⁻¹: 1.60

Atoms and positions in Å:
C  0.9324  -1.5236  -1.0946
C  0.1046  -0.6066  -0.2275
S  0.6153  -0.7717  1.5397
C  -0.4146  0.4234  2.3544
H  0.8029  -1.2192  -2.1472
H  1.9801  -1.3243  -0.8806
H  0.7505  -2.5683  -0.8793
H  0.4387  0.4147  -0.4237
H  -1.0037  -0.7381  -0.2731
H  -1.3416  -0.0057  2.7087
H  -0.5396  1.3642  1.8026
H  0.1759  0.7568  3.2365
H  -1.4565  -2.5240  2.0551
H  -1.6473  -3.8951  1.3975
O  -2.0439  -3.2906  2.0425
H  -1.7659  4.4244  -1.8682
H  -1.2627  4.5687  -0.4768
O  -1.6900  3.9148  -1.0515
H  2.8779  1.5439  -2.4308
H  1.8070  0.4440  -2.8749
O  2.6806  0.6123  -2.5087

natural (NBO) population analysis, charges in e, atoms 1 to 4: number 1, C, carries -0.62; number 2, C, carries -0.50; number 3, S, carries 0.15; number 4, C, carries -0.77

***

No. 3
DFT (wB97M-V/def2-TZVPD) results for C37H45BGeI4N6Na as an isolated structure.

Calculated values
LUMO (alpha / beta) in eV: -1.14 / -1.14
E_HOMO (alpha / beta) in eV: -6.96 / -8.43
Maximum force in eV Å⁻¹: 0.74
Multiplicity: 2

Atoms and positions in Å:
Na  -1.1149  -0.0977  0.5911
C  -4.7684  0.6778  4.4282
C  -4.3427  0.1722  3.0515
C  -5.5498  -0.2811  2.2293
C  -3.3154  -0.9185  3.1628
C  -3.3053  -2.0638  3.9807
C  -2.1213  -2.6966  3.6685
N  -1.4887  -1.9786  2.7168
N  -2.2292  -0.8831  2.4038
B  -0.1006  -2.3271  2.1073
N  -0.2179  -2.8066  0.6269
C  -0.0801  -4.0867  0.2247
C  -0.3205  -4.1506  -1.1317
C  -0.6098  -2.8258  -1.4984
N  -0.5451  -2.0290  -0.4386
C  -0.9796  -2.2556  -2.8381
C  -0.1391  -2.8596  -3.9614
C  -2.4748  -2.4255  -3.1158
N  0.9146  -1.1776  2.3186
C  2.0188  -1.2520  3.0919
C  2.5205  0.0180  3.2629
C  1.6343  0.8462  2.5441
N  0.6793  0.1199  1.9855
C  1.6543  2.3428  2.3975
C  0.4766  2.8496  1.5679
C  1.6703  3.0118  3.7745
H  -5.4718  1.5090  4.3328
H  -5.2662  -0.1130  4.9987
H  -3.9074  1.0171  5.0095
H  -3.8567  0.9942  2.5184
H  -6.0429  -1.1394  2.6974
H  -6.2827  0.5261  2.1389
H  -5.2508  -0.5849  1.2226
H  -4.0442  -2.3725  4.7036
H  -1.6670  -3.5953  4.0598
H  0.3123  -3.2797  2.7176
H  0.1867  -4.8497  0.9401
H  -0.2866  -5.0242  -1.7644
H  -0.7662  -1.1842  -2.7794
H  -0.3520  -3.9277  -4.0741
H  -0.3736  -2.3778  -4.9149
H  0.9311  -2.7475  -3.7692
H  -2.7494  -3.4848  -3.1379
H  -3.0788  -1.9488  -2.3392
H  -2.7423  -1.9844  -4.0803
H  2.3510  -2.2058  3.4728
H  3.3984  0.3073  3.8194
H  2.5758  2.6207  1.8793
H  -0.4777  2.6096  2.0522
H  0.5395  3.9369  1.4590
H  0.4752  2.4067  0.5658
H  0.7634  2.7627  4.3336
H  2.5277  2.6844  4.3661
H  1.7231  4.0995  3.6748
I  -3.4405  4.1142  2.3028
C  -2.7345  3.8815  0.3239
I  -3.3109  2.0570  -0.5851
H  -1.6530  3.9092  0.3504
H  -3.1319  4.6842  -0.2813
I  -3.7721  -3.4585  0.4690
I  -5.8917  -3.0710  -1.0570
C  -1.0218  2.6631  -4.7327
C  -0.7789  3.3135  -3.5290
C  0.0669  2.7414  -2.5893
C  0.7032  1.5200  -2.8335
C  0.4295  0.8695  -4.0402
C  -0.4185  1.4365  -4.9826
Ge  1.7939  0.6726  -1.4625
C  3.1137  1.8490  -0.6591
C  4.0701  1.2684  0.1782
C  5.0084  2.0497  0.8377
C  5.0049  3.4296  0.6736
C  4.0646  4.0211  -0.1610
C  3.1264  3.2365  -0.8195
C  2.6763  -0.9388  -2.1143
C  3.3738  -0.9039  -3.3260
C  4.0342  -2.0292  -3.8002
C  4.0219  -3.2051  -3.0577
C  3.3543  -3.2453  -1.8418
C  2.6851  -2.1200  -1.3747
H  -1.6847  3.1039  -5.4670
H  -1.2552  4.2642  -3.3195
H  0.2156  3.2519  -1.6427
H  0.8827  -0.0958  -4.2514
H  -0.6109  0.9159  -5.9135
H  4.0788  0.1928  0.3261
H  5.7413  1.5808  1.4833
H  5.7350  4.0408  1.1905
H  4.0631  5.0950  -0.3039
H  2.4159  3.7154  -1.4802
H  3.4066  0.0097  -3.9120
H  4.5625  -1.9865  -4.7451
H  4.5372  -4.0852  -3.4258
H  3.3416  -4.1557  -1.2541
H  2.1641  -2.1700  -0.4264

Löwdin population analysis, charges in e, atoms 1 to 4: number 1, Na, carries 0.11; number 2, C, carries -0.07; number 3, C, carries -0.39; number 4, C, carries -0.08